Record 1
A cluster of 10 separate species, C40H77NO18S9 in total in a non-equilibrium geometry. Source: the Open Molecules 2025 dataset; level of theory: wB97M-V/def2-TZVPD.

Geometry (Å):
S (-0.334, 1.506, -4.915)
S (4.688, -2.023, -3.836)
S (-2.874, -1.203, 2.549)
S (-5.634, 1.661, -1.060)
S (-2.071, 4.118, 2.196)
S (-2.055, -2.563, -6.282)
S (6.124, 2.964, 3.430)
S (4.114, -3.135, 2.658)
S (0.941, 2.008, 6.050)
O (3.559, -4.455, 2.785)
O (-3.007, -3.128, -7.185)
O (-4.233, 1.907, -1.259)
O (-2.262, 4.872, 3.395)
O (7.043, 3.108, 2.342)
O (-1.486, 1.288, -5.736)
O (-0.141, 2.809, 6.547)
O (3.340, -2.065, 2.092)
O (5.865, -2.365, -4.576)
O (0.443, 0.391, -4.472)
O (2.274, 2.561, 5.988)
O (-1.214, 2.943, 2.229)
O (-6.461, 2.675, -0.501)
O (-1.083, -1.618, -6.747)
O (-1.862, -0.828, 3.497)
O (4.793, -1.226, -2.652)
O (-3.599, -0.191, 1.818)
O (6.568, 3.205, 4.778)
N (-0.441, 0.629, 0.611)
C (-3.279, -3.554, 1.384)
C (-0.932, 0.275, -0.630)
C (-4.097, -2.257, 3.344)
C (5.324, 1.388, 3.288)
C (-2.479, -2.644, -3.671)
C (4.350, 1.557, 2.134)
C (1.248, -0.650, 5.897)
C (0.566, 1.313, 4.462)
C (4.638, 3.866, 3.106)
C (-0.224, -0.787, -1.090)
C (-2.247, -2.449, 1.459)
C (4.719, -2.485, 4.235)
C (2.303, -2.257, -4.993)
C (-3.880, 4.767, 0.418)
C (3.766, -3.499, -3.421)
C (-5.941, 0.204, -0.097)
C (6.748, -2.608, 2.896)
C (-0.792, 2.490, -3.458)
C (-2.117, -4.055, -4.147)
C (2.313, -3.164, -3.746)
C (-2.495, 4.903, -0.262)
C (-7.170, -0.212, -2.197)
C (-3.688, 3.737, 1.496)
C (-6.405, 1.056, -2.564)
C (0.910, 3.785, -4.554)
C (-3.875, -3.658, 2.796)
C (-0.469, 3.917, -3.880)
C (-7.270, -0.299, -0.670)
C (-2.960, -1.876, -4.900)
C (3.433, -1.265, -4.892)
C (0.731, 2.758, -5.656)
C (1.256, -0.043, 4.491)
C (3.805, 3.010, 2.146)
C (0.619, -0.190, 0.900)
C (6.188, -2.812, 4.321)
C (0.981, 0.439, 6.908)
C (5.762, -3.267, 1.930)
C (-1.212, -3.835, -5.323)
C (-1.536, 5.213, 0.875)
C (0.699, -1.163, -0.061)
H (-1.230, 4.259, -4.584)
H (1.611, 2.264, -6.058)
H (-1.636, -4.602, -3.330)
H (-2.538, 5.651, -1.050)
H (-1.650, -2.154, -3.158)
H (4.377, -1.452, 4.264)
H (1.640, 0.537, 7.771)
H (6.917, -1.557, 2.657)
H (-4.354, 3.751, 2.355)
H (6.693, -2.164, 5.036)
H (-0.327, -1.216, -2.073)
H (0.969, 1.908, 3.651)
H (4.931, 1.317, 1.241)
H (4.160, -4.294, -4.052)
H (-1.374, -2.867, 1.973)
H (-0.517, 1.214, 4.408)
H (2.188, -1.162, 6.110)
H (1.772, -4.083, -3.974)
H (-0.464, 5.108, 0.723)
H (3.160, -0.402, -4.286)
H (-5.182, -0.548, -0.338)
H (-1.824, 2.271, -3.193)
H (-3.251, -2.653, -2.893)
H (4.084, -3.006, 4.962)
H (-3.670, 2.743, 1.052)
H (-6.661, -1.097, -2.577)
H (-2.781, -4.492, 1.143)
H (6.065, 0.601, 3.165)
H (-1.720, 6.225, 1.245)
H (1.250, -0.057, 1.760)
H (-3.014, -4.631, -4.383)
H (-0.349, 4.624, -3.061)
H (-8.180, -0.220, -2.604)
H (5.966, -4.335, 1.845)
H (5.718, -2.888, 0.909)
H (-1.842, -1.959, 0.575)
H (-4.049, -3.399, 0.622)
H (-3.129, -4.136, 3.438)
H (0.499, -1.440, 5.956)
H (4.144, 4.008, 4.068)
H (6.309, -3.847, 4.639)
H (-1.712, 0.855, -1.092)
H (-7.485, -1.304, -0.308)
H (-0.289, -3.336, -5.021)
H (-0.978, -4.692, -5.950)
H (1.862, -2.666, -2.886)
H (-5.866, 0.439, 0.957)
H (2.766, 3.013, 2.469)
H (-4.567, 4.391, -0.343)
H (-0.082, 2.111, -2.722)
H (-0.010, 0.355, 7.361)
H (-4.791, -4.236, 2.898)
H (-2.244, 3.926, -0.692)
H (-4.012, -2.091, -5.056)
H (1.351, -1.728, -5.047)
H (0.152, 3.155, -6.492)
H (0.776, -0.683, 3.753)
H (1.275, 4.731, -4.951)
H (-2.729, -0.812, -4.906)
H (-6.943, 1.835, -3.090)
H (-8.074, 0.350, -0.313)
H (2.285, 0.077, 4.136)
H (-4.319, 5.724, 0.700)
H (3.528, 0.844, 2.151)
H (-5.527, 0.795, -3.150)
H (4.807, 1.196, 4.233)
H (3.856, -0.996, -5.854)
H (-5.079, -1.839, 3.123)
H (3.936, -3.698, -2.368)
H (2.369, -2.876, -5.889)
H (3.844, 3.416, 1.136)
H (1.325, -2.039, -0.047)
H (7.723, -3.083, 2.778)
H (1.615, 3.424, -3.802)
H (4.891, 4.855, 2.728)
H (-0.722, 1.432, 1.171)
H (-3.936, -2.164, 4.417)

Results
HOMO, eV: -8.3
Max |F|, eV Å⁻¹: 1.823
LUMO energy, eV: -0.1
Energy relative to the best compared isomer or geometry (same formula, charge and spin), kJ/mol: 0.0
DFT total energy, hartree: -6562.9952

Record 2
An isolated molecule of C6H11P in a non-equilibrium geometry. Source: the Open Molecules 2025 dataset; level of theory: wB97M-V/def2-TZVPD.

Geometry (Å):
P (2.545, 0.523, -0.468)
C (1.537, -0.206, 0.915)
C (-1.861, -0.631, -0.652)
C (0.338, -0.757, 0.944)
C (-0.423, -1.020, -0.417)
C (-2.482, 0.690, -0.199)
C (-1.484, 1.500, 0.370)
H (-2.102, -0.573, -1.708)
H (-0.272, -2.076, -0.465)
H (2.466, -0.439, -1.524)
H (-2.421, -1.397, -0.166)
H (-1.660, 2.546, 0.423)
H (2.053, -0.127, 1.980)
H (-0.141, -1.175, 1.856)
H (-0.463, 1.215, 0.118)
H (3.704, -0.116, 0.107)
H (-1.518, 1.203, 1.485)
H (0.234, -0.517, -1.068)

Results
HOMO, eV: -8.1
Max |F|, eV Å⁻¹: 2.970
LUMO energy, eV: 0.5
Energy relative to the best compared isomer or geometry (same formula, charge and spin), kJ/mol: 435.4
DFT total energy, hartree: -576.3518

Record 3
A structure of composition C30H25Cl2IN3O8SSc in a non-equilibrium geometry. Source: the Open Molecules 2025 dataset; level of theory: wB97M-V/def2-TZVPD.

Geometry (Å):
I (-1.033, 1.938, 1.693)
Sc (0.000, 0.000, 0.000)
Cl (1.239, -4.212, -6.200)
Cl (2.216, -4.377, -0.939)
S (-2.382, -2.444, 0.296)
O (0.719, -1.627, -0.968)
O (-1.226, 1.350, -0.784)
O (-3.383, 2.047, -0.596)
O (1.792, 0.801, -0.739)
O (-1.383, -3.509, 0.174)
O (5.745, -2.607, 0.995)
O (-0.393, 0.112, -1.966)
O (-3.530, -2.814, 1.129)
N (1.259, -1.364, 1.002)
N (4.368, -0.762, -2.812)
N (-1.772, -0.999, 0.588)
C (4.674, -3.046, 0.164)
C (2.531, -1.147, 0.964)
C (-2.888, -1.792, -3.696)
C (0.811, -2.193, 3.182)
C (-4.838, -3.003, -2.926)
C (4.747, -1.737, -1.964)
C (-4.135, -2.377, -3.966)
C (-2.414, 1.258, -0.359)
C (4.193, -1.943, -0.717)
C (-4.689, -2.343, -5.356)
C (-0.217, -0.052, 2.722)
C (1.098, -3.470, -4.651)
C (0.456, -2.249, -4.530)
C (1.514, -3.496, -2.268)
C (0.359, -1.675, -3.260)
C (0.613, -1.138, 2.260)
C (2.976, 1.140, -3.396)
C (0.870, -2.250, -2.076)
C (-3.074, -2.438, -1.382)
C (3.366, 0.077, -2.401)
C (-0.316, -0.379, -3.088)
C (-4.312, -3.029, -1.632)
C (-2.357, -1.818, -2.405)
C (3.185, -1.051, -0.349)
C (0.285, -2.186, 4.478)
C (1.628, -4.099, -3.532)
C (-2.750, 0.104, 0.602)
C (-0.742, -0.059, 4.039)
C (2.714, 0.009, -1.152)
C (-0.485, -1.116, 4.908)
H (-4.578, -1.344, -5.789)
H (-0.895, -1.105, 5.914)
H (-1.409, -1.332, -2.184)
H (-0.732, 0.112, -3.980)
H (-4.860, -3.495, -0.819)
H (1.402, -3.050, 2.864)
H (0.039, -1.749, -5.396)
H (5.543, -2.372, -2.340)
H (-2.327, -1.287, -4.477)
H (-5.807, -3.458, -3.106)
H (2.130, -5.055, -3.627)
H (3.151, -0.946, 1.855)
H (5.754, -1.633, 0.963)
H (-1.360, 0.763, 4.391)
H (-3.778, -0.212, 0.380)
H (-2.787, 0.546, 1.606)
H (1.918, 1.046, -3.664)
H (3.165, 2.138, -2.988)
H (5.031, -3.893, -0.433)
H (0.302, 0.015, 1.836)
H (3.560, 1.039, -4.317)
H (-4.165, -3.067, -5.987)
H (-5.757, -2.586, -5.366)
H (3.873, -3.433, 0.803)
H (0.481, -3.024, 5.142)

Results
HOMO, eV: -0.5
Max |F|, eV Å⁻¹: 10.704
LUMO energy, eV: 4.0
Net charge: -2
DFT total energy, hartree: -4301.1593

Record 4
A cluster of 3 separate species, C21H48F3IN7O4P2 in total in a non-equilibrium geometry. Source: the Open Molecules 2025 dataset; level of theory: wB97M-V/def2-TZVPD.

Geometry (Å):
I (5.196, 3.434, -3.450)
P (-1.750, 2.060, 2.375)
P (-2.382, -3.543, -2.009)
F (7.589, 1.203, -1.800)
F (9.240, 2.778, 0.627)
F (9.971, 0.650, 0.169)
O (-0.703, 2.936, 1.690)
O (4.833, 4.501, 1.839)
O (-2.593, -2.036, -1.908)
O (5.045, 2.532, 2.780)
N (-3.548, -3.946, -0.794)
N (2.957, 1.930, 0.845)
N (-2.842, 0.966, 3.240)
N (-2.077, 1.207, 0.896)
N (-1.822, -5.219, -1.985)
N (-3.079, -3.707, -3.591)
N (-2.908, 3.336, 2.560)
C (3.865, 3.647, -0.585)
C (-0.961, 0.397, 0.395)
C (4.268, 2.553, 0.443)
C (4.977, 4.312, -1.437)
C (-0.685, -5.462, -2.907)
C (-3.811, -4.836, -4.131)
C (6.550, 1.173, 0.537)
C (-3.339, 0.664, 0.433)
C (-4.660, -4.858, -0.981)
C (8.985, 1.575, 0.094)
C (7.729, 1.338, -0.455)
C (-1.318, -5.644, -0.651)
C (-2.402, 4.704, 2.527)
C (6.371, 4.492, -0.774)
C (-2.355, -3.007, -4.655)
C (-4.248, 3.325, 2.009)
C (5.143, 1.383, -0.082)
C (-3.145, 1.423, 4.623)
C (4.757, 3.262, 1.742)
C (-3.965, -2.874, 0.103)
C (-2.277, -0.393, 3.417)
H (-3.110, -2.290, 0.437)
H (-2.192, 5.034, 1.502)
H (-1.126, 0.086, -0.638)
H (-4.640, -5.141, -3.500)
H (6.337, 5.455, -0.218)
H (-4.684, -2.201, -0.378)
H (-3.189, -5.721, -4.326)
H (-3.801, 0.705, 5.122)
H (6.635, 0.110, 0.860)
H (-2.953, -2.936, -5.565)
H (0.131, -4.754, -2.741)
H (-0.496, -5.007, -0.311)
H (-2.234, 1.534, 5.218)
H (-4.282, -4.564, -5.079)
H (4.622, 5.337, -1.668)
H (-1.281, -0.364, 3.867)
H (3.287, 4.440, -0.069)
H (6.654, 3.725, -0.040)
H (-2.094, -5.627, 0.109)
H (2.940, 1.822, 1.858)
H (-2.925, -0.999, 4.051)
H (5.266, 1.512, -1.182)
H (-5.460, -4.400, -1.577)
H (3.139, 3.174, -1.290)
H (-0.986, -5.397, -3.951)
H (-4.241, 3.509, 0.927)
H (-1.492, 4.801, 3.115)
H (-3.126, 5.397, 2.967)
H (2.208, 2.580, 0.612)
H (-5.087, -5.144, -0.016)
H (-0.799, -0.507, 0.998)
H (-4.142, 1.395, 0.432)
H (-0.030, 0.967, 0.401)
H (7.164, 4.630, -1.540)
H (-4.773, 2.393, 2.221)
H (-4.429, -3.277, 1.009)
H (-3.675, 2.371, 4.638)
H (-1.409, -3.503, -4.910)
H (-2.121, -1.984, -4.358)
H (-0.295, -6.473, -2.779)
H (-4.860, 4.105, 2.474)
H (-2.208, -0.931, 2.473)
H (6.819, 1.786, 1.421)
H (-0.963, -6.676, -0.693)
H (4.581, 0.432, 0.012)
H (-3.267, 0.351, -0.611)
H (-3.677, -0.212, 1.003)
H (-4.349, -5.797, -1.440)

Results
HOMO, eV: -4.3
Max |F|, eV Å⁻¹: 8.678
LUMO energy, eV: 1.0
Net charge: -1
Energy relative to the best compared isomer or geometry (same formula, charge and spin), kJ/mol: 197.8
DFT total energy, hartree: -2792.9952